This record from the Open Molecules 2025 dataset describes C52H54Ge2NO7P2RuS as an isolated structure at a distorted geometry. The level of theory is ωB97M-V/def2-TZVPD.

Summary:
Multiplicity: 2
Net charge: 0
HOMO level (spin up / spin down) in hartree: -0.269 / -0.272

Geometry as XYZ:
```
120
Properties=species:S:1:pos:R:3:lowdin_charge:R:1
Ru 0.6767 0.1107 0.3457 0.67
C -3.8713 -0.8870 -1.7430 -0.17
C -4.3545 -0.9186 -0.2997 -0.29
Ge -3.5254 0.4917 0.9010 0.91
C -4.4904 0.4120 2.6715 -0.30
C -4.5191 1.7244 3.4391 -0.17
C -3.7273 2.2477 0.0662 -0.20
C -2.9123 2.9268 -0.7371 -0.30
Ge -0.9453 2.2828 -1.0507 1.17
C 0.3746 3.6088 -0.1284 -0.33
C 0.9966 4.7610 -0.9126 -0.17
C -0.9151 2.5823 -3.1220 -0.30
C -1.0304 1.2650 -3.8587 -0.20
C -3.4097 4.1133 -1.4339 -0.26
C -2.5795 5.1972 -1.7051 -0.04
C -3.0626 6.3242 -2.3414 -0.07
C -4.3886 6.3886 -2.7368 -0.09
C -5.2230 5.3078 -2.5009 -0.08
C -4.7399 4.1808 -1.8632 -0.04
H -4.4800 -1.5314 -2.3786 0.07
H -2.8408 -1.2283 -1.8070 0.05
H -3.9259 0.1266 -2.1357 0.05
H -4.1786 -1.9038 0.1314 0.03
H -5.4311 -0.7362 -0.2672 0.06
H -4.0655 -0.3757 3.2894 0.04
H -5.5072 0.1121 2.4038 0.06
H -3.5143 2.0039 3.7447 0.06
H -5.1516 1.6294 4.3226 0.07
H -4.9176 2.5242 2.8195 0.06
H -4.7087 2.6579 0.2963 0.06
H 1.1602 2.9404 0.2436 0.01
H -0.1572 3.9809 0.7441 0.05
H 1.0445 4.5627 -1.9843 0.06
H 2.0100 4.9554 -0.5527 0.07
H 0.4221 5.6775 -0.7814 0.06
H 0.0195 3.0768 -3.3687 0.04
H -1.7413 3.2407 -3.3861 0.06
H -0.2512 0.5944 -3.5029 0.03
H -0.9262 1.3854 -4.9384 0.07
H -2.0019 0.8186 -3.6590 0.05
H -1.5485 5.1375 -1.4001 0.08
H -2.4034 7.1578 -2.5353 0.10
H -4.7685 7.2684 -3.2359 0.10
H -6.2558 5.3468 -2.8230 0.10
H -5.3936 3.3366 -1.6951 0.11
O 3.4086 -2.1720 1.6505 -0.05
C 2.8713 -3.2895 2.2293 -0.24
C 3.5163 -4.0686 3.1783 -0.01
C 2.9069 -5.2186 3.6528 -0.06
C 1.6480 -5.5742 3.2041 -0.07
C 0.9640 -4.7429 2.3367 -0.06
C 1.5564 -3.5856 1.8469 -0.23
P 0.6051 -2.3433 0.8865 1.10
C 0.7056 -2.9236 -0.8370 -0.36
C 1.3502 -4.0781 -1.2586 -0.07
C 1.3859 -4.3895 -2.6072 -0.08
C 0.7729 -3.5624 -3.5326 -0.08
C 0.1143 -2.4159 -3.1132 -0.07
C 0.0930 -2.0896 -1.7741 -0.13
C -1.0557 -2.9021 1.3578 -0.31
C -1.3190 -2.4443 2.6518 -0.37
C -2.5363 -2.7146 3.2525 -0.01
C -3.4786 -3.4455 2.5447 -0.07
C -3.2137 -3.9008 1.2631 -0.11
C -1.9998 -3.6242 0.6513 -0.07
C 4.6906 -2.0653 1.1856 -0.24
C 5.8051 -2.8482 1.4528 0.00
C 7.0262 -2.4964 0.8961 -0.07
C 7.1542 -1.3949 0.0711 -0.07
C 6.0293 -0.6557 -0.2571 -0.07
C 4.8059 -1.0007 0.2865 -0.25
P 3.2096 -0.2156 -0.1313 1.13
C 3.4758 0.1601 -1.8691 -0.25
C 2.5602 1.2778 -2.2998 -0.59
C 2.5682 1.5187 -3.8428 -0.21
C 3.2578 0.5131 -4.6941 0.00
C 3.9307 -0.5122 -4.1643 -0.07
C 4.0067 -0.7185 -2.7412 -0.07
C 3.3878 1.3103 0.8741 -0.35
C 4.2189 2.3739 0.5461 -0.09
C 4.2292 3.5012 1.3486 -0.08
C 3.4307 3.5703 2.4774 -0.08
C 2.6314 2.4964 2.8328 -0.08
C 2.6100 1.3623 2.0387 -0.16
H 4.4704 -3.7654 3.5786 0.11
H 3.4252 -5.8351 4.3715 0.11
H 1.1832 -6.4810 3.5593 0.11
H -0.0395 -5.0017 2.0346 0.11
H 1.8228 -4.7273 -0.5347 0.10
H 1.8907 -5.2861 -2.9348 0.10
H 0.8105 -3.8093 -4.5825 0.10
H -0.3778 -1.7792 -3.8319 0.10
H -0.4133 -1.1764 -1.4307 0.06
H -0.6685 -0.8517 3.4936 0.04
H -2.7431 -2.3497 4.2475 0.12
H -4.4356 -3.6598 2.9975 0.11
H -3.9626 -4.4731 0.7377 0.11
H -1.7964 -3.9566 -0.3570 0.11
H 5.7485 -3.7404 2.0509 0.10
H 7.8920 -3.1026 1.1147 0.11
H 8.1159 -1.1293 -0.3397 0.11
H 6.0916 0.1688 -0.9512 0.11
H 2.6632 3.3077 -1.8189 0.08
H 1.5810 1.7710 -4.2430 0.13
H 3.1935 0.6747 -5.7604 0.11
H 4.4239 -1.2328 -4.7984 0.10
H 4.5118 -1.6026 -2.3769 0.11
H 4.8243 2.3251 -0.3463 0.09
H 4.8663 4.3318 1.0905 0.11
H 3.4442 4.4557 3.0922 0.10
H 2.0310 2.5406 3.7277 0.11
H 2.0417 0.4779 2.3588 0.07
O -0.2951 -1.7493 3.2162 -0.06
S -0.9230 0.9464 1.9757 0.54
O -1.3550 0.5245 3.3292 -0.38
O -1.3909 2.2995 1.7001 -0.45
O -1.7724 -0.0242 0.9337 -0.58
O 3.3293 2.7194 -3.6232 -0.06
N 3.2793 2.5838 -2.1880 0.09
O 1.4035 1.1519 -1.6500 -0.30
```

This record from the Open Molecules 2025 dataset describes C52H55N10NiO as an isolated structure at a distorted geometry. The level of theory is ωB97M-V/def2-TZVPD.

Summary:
Multiplicity: 4
Net charge: 0
HOMO level (spin up / spin down) in hartree: -0.129 / -0.265

Geometry as XYZ:
```
119
Properties=species:S:1:pos:R:3:lowdin_charge:R:1
Ni 2.8941 5.1916 -6.4560 0.76
C 4.5010 1.4333 -4.3574 -0.06
C 4.8400 2.4870 -5.5444 -0.37
O 3.7871 3.3240 -5.9453 -0.39
H 5.3840 0.9721 -3.9148 0.04
H 3.8566 0.5854 -4.5894 0.04
H 3.9939 2.0604 -3.6241 0.03
H 5.1583 1.9998 -6.4660 0.05
H 5.5470 3.2504 -5.2195 0.08
N 2.4032 -0.0790 -1.7653 0.05
C 2.7489 1.0922 -1.1590 -0.16
C 3.6001 1.2075 -0.0564 -0.08
C 4.1367 0.0079 0.4209 -0.08
C 3.8015 -1.2574 -0.1777 -0.05
C 3.0302 -1.2378 -1.3913 -0.13
H 2.1935 1.9837 -1.4105 0.08
H 3.8822 2.2076 0.2378 0.09
H 4.9552 0.0652 1.1231 0.09
H 4.2509 -2.1462 0.2401 0.09
H 3.0062 -2.1506 -1.9680 0.08
N 4.8842 6.1220 -6.4948 -0.08
C 6.0788 5.6455 -7.0126 -0.18
C 7.3290 6.3102 -6.8790 -0.12
C 7.3788 7.5984 -6.2397 -0.16
C 6.1428 8.0024 -5.6574 -0.17
C 5.0564 7.2207 -5.6780 -0.24
H 6.0404 4.7304 -7.5847 0.07
H 8.1993 5.7848 -7.2436 0.07
H 8.3378 8.0898 -6.1665 0.06
H 6.0471 8.9145 -5.0870 0.09
H 4.1126 7.4948 -5.2302 0.07
N 4.0169 -0.5392 -9.1863 0.10
C 3.4176 -0.4334 -7.9216 -0.12
C 2.1564 -0.8460 -7.5559 -0.05
C 1.3956 -1.3591 -8.6189 -0.11
C 1.9261 -1.5740 -9.7992 -0.11
C 3.2276 -1.2060 -10.0510 -0.15
H 3.9507 0.1339 -7.1730 0.07
H 1.6694 -0.7760 -6.5945 0.11
H 0.3547 -1.5842 -8.4392 0.11
H 1.3528 -1.9619 -10.6283 0.11
H 3.5111 -1.3328 -11.0854 0.10
N 5.7512 5.6119 -1.0556 0.04
C 6.0339 6.9492 -1.1458 -0.13
C 6.9941 7.4313 -2.0572 -0.07
C 7.6050 6.5102 -2.9664 -0.03
C 7.2613 5.0965 -2.8682 -0.04
C 6.3866 4.7516 -1.8650 -0.20
H 5.5778 7.6110 -0.4244 0.09
H 7.1774 8.4956 -2.0555 0.09
H 8.2757 6.8564 -3.7389 0.08
H 7.6654 4.4442 -3.6281 0.09
H 6.1676 3.7400 -1.5564 0.09
N 2.2978 5.2321 -4.2268 0.05
C 3.0493 4.7951 -3.1656 -0.10
C 2.6284 4.8125 -1.8615 -0.09
C 1.3944 5.3346 -1.4668 -0.03
C 0.5800 5.7696 -2.5474 -0.06
C 1.0060 5.5750 -3.8509 -0.13
H 4.0277 4.4575 -3.4740 0.10
H 3.1643 4.3872 -1.0258 0.09
H 1.1632 5.2997 -0.4124 0.11
H -0.4139 6.1743 -2.4264 0.10
H 0.3210 5.8935 -4.6228 0.09
N 3.1144 4.6903 -8.6613 0.04
C 2.2736 5.3340 -9.5614 -0.12
C 2.0382 4.8790 -10.8635 -0.09
C 2.5285 3.6952 -11.2530 -0.08
C 3.3929 2.9645 -10.3984 -0.03
C 3.7055 3.5387 -9.1704 -0.08
H 1.8002 6.2849 -9.3666 0.10
H 1.3371 5.4136 -11.4873 0.11
H 2.4428 3.4198 -12.2938 0.11
H 3.8408 2.0546 -10.7696 0.09
H 4.3265 2.9807 -8.4853 0.09
N 7.3754 1.0563 -0.5843 0.06
C 8.4354 1.8994 -0.6827 -0.15
C 9.3039 1.9574 -1.7896 -0.06
C 9.0455 1.1584 -2.9396 -0.05
C 7.9710 0.2741 -2.7784 -0.09
C 7.1699 0.2346 -1.6504 -0.13
H 8.5615 2.5239 0.1894 0.10
H 10.1418 2.6375 -1.8315 0.09
H 9.6734 1.1147 -3.8172 0.10
H 7.6876 -0.3447 -3.6170 0.06
H 6.2995 -0.4019 -1.5915 0.09
N 7.6578 2.3292 -9.9375 0.06
C 7.0047 1.2647 -9.4484 -0.18
C 7.0235 0.7988 -8.1305 -0.07
C 7.9578 1.4310 -7.2397 -0.07
C 8.8578 2.3063 -7.8067 -0.08
C 8.6900 2.7297 -9.1483 -0.13
H 6.3634 0.7966 -10.1805 0.08
H 6.5184 -0.0976 -7.8020 0.08
H 8.0581 1.0972 -6.2175 0.09
H 9.6697 2.6320 -7.1734 0.10
H 9.3446 3.4810 -9.5646 0.10
N 4.8645 -3.9399 -3.9053 0.05
C 6.1791 -4.1409 -3.7566 -0.17
C 7.2199 -3.3992 -4.3276 -0.05
C 6.8116 -2.2112 -5.0384 -0.07
C 5.4352 -1.8704 -5.0497 -0.06
C 4.5065 -2.7868 -4.5018 -0.14
H 6.4030 -5.0649 -3.2442 0.10
H 8.2130 -3.8115 -4.2269 0.10
H 7.5866 -1.6193 -5.5025 0.09
H 5.0693 -0.9847 -5.5477 0.06
H 3.4723 -2.4756 -4.5049 0.09
N 0.7106 4.3436 -7.0134 0.03
C -0.2480 5.0141 -7.6718 -0.15
C -1.4850 4.3998 -7.9173 -0.05
C -1.7128 3.0536 -7.6012 -0.08
C -0.7758 2.3846 -6.8881 -0.07
C 0.3898 3.0609 -6.5493 -0.06
H -0.1424 6.0697 -7.8740 0.11
H -2.3195 4.9407 -8.3386 0.10
H -2.6174 2.4948 -7.7911 0.11
H -1.0201 1.3614 -6.6433 0.11
H 1.1758 2.5828 -5.9836 0.10
```